Entry 1:
{
  "formula": "C4H4Cl4",
  "method": "the ωB97M-V functional and the def2-TZVPD basis",
  "elements": ["Cl", "C", "C", "C", "Cl", "Cl", "C", "Cl", "H", "H", "H", "H"],
  "positions_angstrom": [[-1.096, 1.803, -1.099], [0.017, 0.440, -0.784], [-0.404, -0.603, 0.334], [1.016, -0.424, 0.981], [2.148, -1.744, 0.792], [0.880, -0.106, 2.721], [1.241, 0.815, 0.048], [2.924, 0.850, -0.722], [0.240, -0.110, -1.722], [-1.108, -0.304, 1.163], [-0.585, -1.662, -0.174], [1.321, 1.835, 0.589]],
  "molar_mass_g_mol": 193.89,
  "smiles": "Cl[C@@H]1CC(Cl)(Cl)[C@H]1Cl",
  "charge": 0,
  "e_homo_ev": -10.89,
  "gap_ev": 11.364,
  "multiplicity": 1
}


Entry 2:
{
  "formula": "C4H4Cl4",
  "method": "the ωB97M-V functional and the def2-TZVPD basis",
  "elements": ["C", "C", "C", "C", "Cl", "Cl", "Cl", "Cl", "H", "H", "H", "H"],
  "positions_angstrom": [[0.955, 0.359, -0.296], [-0.107, -0.373, -0.207], [2.268, -0.298, -0.322], [-2.597, 0.445, 0.579], [0.893, 2.057, 0.102], [-0.476, -1.953, -0.563], [-3.213, -1.154, 0.420], [-2.870, 1.559, -0.755], [2.451, -0.379, 0.814], [3.131, 0.294, -0.716], [2.236, -1.428, -0.643], [-2.673, 0.870, 1.587]],
  "molar_mass_g_mol": 193.89,
  "charge": 0,
  "e_homo_ev": [-8.97, -8.65],
  "gap_ev": [8.507, 7.982],
  "multiplicity": 1
}


Entry 3:
{
  "formula": "C4H4ClF",
  "method": "the ωB97M-V functional and the def2-TZVPD basis",
  "elements": ["C", "C", "F", "C", "C", "Cl", "H", "H", "H", "H"],
  "positions_angstrom": [[1.811, -0.066, -0.400], [0.689, -0.283, 0.178], [0.728, -0.984, 1.354], [-0.653, 0.081, -0.196], [-1.731, 0.214, 0.642], [-0.872, 0.574, -1.850], [2.706, -0.541, -0.259], [1.745, 0.486, -1.337], [-2.688, 0.540, 0.166], [-1.735, -0.021, 1.701]],
  "molar_mass_g_mol": 106.53,
  "smiles": "C=C(F)C(=C)Cl",
  "charge": 0,
  "e_homo_ev": -9.44,
  "gap_ev": 9.668,
  "multiplicity": 1
}


Entry 4:
{
  "formula": "C4H4ClF3NO2",
  "method": "the ωB97M-V functional and the def2-TZVPD basis",
  "elements": ["C", "C", "C", "C", "N", "O", "O", "F", "F", "F", "Cl", "H", "H", "H", "H"],
  "positions_angstrom": [[0.421, 1.632, -1.280], [1.021, 0.268, -1.105], [-0.211, -0.046, 0.816], [-0.019, -1.393, 1.538], [-1.470, 0.133, 0.284], [1.282, 2.501, -1.173], [-0.784, 1.786, -1.682], [-0.787, -1.431, 2.666], [1.237, -1.655, 1.961], [-0.393, -2.389, 0.741], [0.473, -0.916, -2.249], [2.130, 0.249, -1.160], [0.273, 0.813, 1.427], [-1.541, 0.942, -0.383], [-1.631, -0.494, -0.401]],
  "molar_mass_g_mol": 190.53,
  "charge": -1,
  "e_homo_ev": -4.11,
  "gap_ev": 7.677,
  "multiplicity": 1
}


Entry 5:
{
  "formula": "C4H4ClFO",
  "method": "the ωB97M-V functional and the def2-TZVPD basis",
  "elements": ["C", "C", "O", "C", "C", "F", "Cl", "H", "H", "H", "H"],
  "positions_angstrom": [[2.321, -0.321, -0.090], [0.957, -0.228, 0.255], [0.168, 1.077, 0.017], [-1.187, 0.991, -0.046], [-1.895, -0.164, -0.310], [-1.277, -1.436, -0.140], [-3.534, -0.036, 0.065], [2.523, -1.410, 0.092], [2.878, 0.498, -0.634], [0.563, -1.047, 0.937], [-1.520, 2.077, -0.146]],
  "molar_mass_g_mol": 122.53,
  "smiles": "C=CO/C=C(\\F)Cl",
  "charge": 0,
  "e_homo_ev": -8.77,
  "gap_ev": 9.374,
  "multiplicity": 1
}


Entry 6:
{
  "formula": "C4H4ClN",
  "method": "the ωB97M-V functional and the def2-TZVPD basis",
  "elements": ["N", "C", "C", "C", "C", "Cl", "H", "H", "H", "H"],
  "positions_angstrom": [[-1.517, 0.186, -2.246], [-0.931, -0.295, -1.376], [-0.101, -0.689, -0.249], [1.013, 0.241, 0.059], [-0.197, 0.159, 0.963], [-1.163, 1.571, 1.241], [-0.058, -1.810, -0.117], [1.932, -0.141, 0.385], [1.080, 1.078, -0.613], [-0.057, -0.300, 1.953]],
  "molar_mass_g_mol": 101.54,
  "smiles": "N#C[C@H]1C[C@H]1Cl",
  "charge": 0,
  "e_homo_ev": -10.60,
  "gap_ev": 11.334,
  "multiplicity": 1
}


Entry 7:
{
  "formula": "C4H4ClN",
  "method": "the ωB97M-V functional and the def2-TZVPD basis",
  "elements": ["C", "C", "C", "C", "N", "Cl", "H", "H", "H", "H"],
  "positions_angstrom": [[-2.098, 0.211, -0.707], [3.047, -0.025, 0.230], [2.591, -0.768, 1.080], [-1.215, 0.700, 0.095], [-3.091, -0.191, -1.329], [2.007, -1.754, 2.160], [3.187, 0.840, -0.248], [-2.870, -1.025, -1.876], [-1.006, 0.476, 1.042], [-0.552, 1.537, -0.447]],
  "molar_mass_g_mol": 101.54,
  "s2": 2.014,
  "charge": 0,
  "e_homo_ev": [-4.85, -10.16],
  "gap_ev": [5.461, 7.679],
  "multiplicity": 3
}


Entry 8:
{
  "formula": "C4H4ClN6P",
  "method": "the ωB97M-V functional and the def2-TZVPD basis",
  "elements": ["C", "C", "C", "C", "N", "N", "N", "N", "N", "N", "P", "Cl", "H", "H", "H", "H"],
  "positions_angstrom": [[1.905, 1.308, -1.951], [-1.127, 0.517, 0.973], [0.766, 0.458, -2.186], [-1.562, -0.759, 0.485], [2.386, 0.945, -0.804], [-0.377, 0.379, 2.013], [0.590, -0.266, -1.121], [-1.058, -1.647, 1.374], [1.651, -0.055, -0.354], [-0.320, -0.899, 2.211], [-2.458, -1.525, -0.890], [-3.663, -0.068, -1.317], [2.534, 1.978, -2.540], [-1.351, 1.541, 0.737], [1.944, -0.563, 0.477], [0.140, -1.343, 2.892]],
  "molar_mass_g_mol": 202.55,
  "charge": 0,
  "e_homo_ev": [-10.02, -7.86],
  "gap_ev": [9.020, 6.353],
  "multiplicity": 1
}